{"formula": "C21H15F3N4O3", "method": "ωB97M-V/def2-TZVPD", "e_above_lowest_ev": 0.000, "e_homo_ev": -8.2162, "max_force_ha_per_bohr": 0.082, "lumo_ev": 0.360, "orbital_gap_ha": 0.315, "elements": ["C", "C", "N", "C", "C", "O", "N", "C", "C", "C", "C", "C", "C", "O", "C", "C", "C", "C", "C", "C", "C", "F", "F", "F", "C", "C", "C", "N", "N", "C", "O", "H", "H", "H", "H", "H", "H", "H", "H", "H", "H", "H", "H", "H", "H", "H"], "xyz": [[0.6497, -5.4212, -1.0345], [1.1368, -4.3513, -0.1697], [1.8545, -4.6013, 0.9815], [1.8167, -3.5042, 1.8583], [2.4008, -3.2707, 3.1709], [2.7327, -4.2279, 3.8876], [2.5680, -1.9280, 3.6119], [3.0825, -1.7244, 5.0040], [1.7502, -0.9358, 3.0620], [0.9805, -1.2087, 1.9228], [0.2142, -0.0796, 1.4159], [-0.4641, 0.8857, 1.1017], [-1.3642, 1.9236, 0.4330], [-2.6495, 1.6276, 0.9993], [-1.3271, 1.8592, -1.0796], [-0.2518, 1.4258, -1.8255], [-0.4211, 1.0475, -3.1467], [-1.6434, 1.0937, -3.7710], [-2.7080, 1.6828, -3.0804], [-2.6020, 2.0423, -1.7514], [-0.9337, 3.3156, 0.9546], [0.4965, 3.5967, 0.8356], [-1.6351, 4.2886, 0.3323], [-1.0839, 3.3314, 2.3613], [1.1554, -2.5020, 1.2201], [0.6280, -3.1032, 0.0201], [-0.5223, -2.5894, -0.8241], [-0.6675, -2.4541, -2.1308], [-1.9469, -1.9188, -2.3720], [-2.5886, -1.9139, -1.2001], [-1.6655, -2.2575, -0.1808], [0.8708, -6.3809, -0.6297], [1.1357, -5.2801, -2.0214], [-0.4733, -5.4030, -1.1949], [2.3820, -5.4099, 1.1437], [3.8260, -2.5118, 5.3490], [2.3173, -1.3943, 5.7017], [3.7024, -0.8473, 4.8521], [1.4189, -0.0627, 3.5925], [-2.5905, 1.5123, 1.9794], [0.7832, 1.2894, -1.3509], [0.3874, 0.6969, -3.8194], [-1.6245, 0.7920, -4.7671], [-3.6544, 1.9423, -3.5326], [-3.6005, 2.4331, -1.3804], [-3.5351, -1.4039, -1.0045]]}